<w>
H4NS | ωB97M-V with the def2-TZVPD basis set

```
6
Properties=species:S:1:pos:R:3
H -0.778 0.139 1.587
H -0.637 -1.223 0.835
S 2.303 0.411 -1.836
N -1.188 -0.378 0.841
H 1.201 1.006 -1.403
H -0.901 0.045 -0.024
```

Summary:
**Orbital gap**: 6.82 eV
**Spin multiplicity**: 1
**Net charge**: -1


<x>
H4NS | ωB97M-V with the def2-TZVPD basis set

```
6
Properties=species:S:1:pos:R:3
H 0.675 -2.165 -0.247
H -1.141 2.280 0.341
H -1.245 2.100 -1.261
H -0.550 1.033 -0.251
S 0.749 -0.894 0.253
N -1.389 1.578 -0.376
```

Summary:
**Orbital gap**: 7.24 eV
**Spin multiplicity**: 1
**Net charge**: -1


Most stable: <w> (next structure +9.0 kJ/mol)


<w>
C40H49IN6O2SSbSr | ωB97M-V with the def2-TZVPD basis set

```
101
Properties=species:S:1:pos:R:3
C 1.814 2.407 3.727
H 1.134 -4.023 -2.370
N -3.044 3.153 -0.922
C -3.997 6.546 1.440
N -2.513 0.192 1.952
H -3.088 5.130 4.894
H 6.669 -0.976 -1.599
H 3.720 -3.717 -2.935
C -4.179 -0.898 0.446
N -3.735 0.095 -0.575
H 0.500 -3.064 0.280
H -4.387 -4.196 -4.159
C 2.755 -2.226 1.795
C -2.266 4.239 -0.913
H 5.952 0.495 0.173
I 2.234 2.669 0.745
H 0.912 -0.450 -3.528
C -2.543 5.373 -0.173
H 2.347 3.350 3.743
H -5.121 -0.506 0.828
C -2.835 -4.435 -2.671
H 0.286 0.118 5.697
H 3.791 -4.682 1.006
H 3.934 -4.317 -0.720
H 2.718 -2.995 2.586
H -3.847 2.804 4.519
Sr -1.460 0.388 -0.087
H 1.500 2.304 5.846
C -3.782 -3.711 -3.404
C -2.137 -2.436 -1.450
H 0.444 -3.238 -3.796
C 4.605 -0.522 -1.175
C 1.343 1.818 4.888
C 3.252 -3.009 -3.625
H -3.797 -1.438 2.503
H -3.929 0.834 3.311
C 5.680 -1.443 -1.757
C 0.673 0.607 4.811
C -1.433 2.920 2.055
C -4.513 4.278 0.609
H 4.034 -2.383 -4.052
H -1.282 -4.385 -1.174
C 3.886 -3.862 0.273
C 1.771 -1.011 -3.901
C 2.142 -2.179 -2.980
H 2.819 -3.593 -4.454
C -3.049 3.224 3.910
H 5.266 -0.985 0.857
C -1.588 5.019 3.322
N -1.761 1.485 -4.247
H -1.367 4.174 -1.520
N -4.253 7.462 2.088
N 0.952 0.584 2.430
H 0.013 -0.932 3.460
H 2.589 -0.298 -4.032
H -1.245 6.038 3.476
C -3.395 -0.306 -1.756
H 5.565 -1.587 -2.828
H -5.405 4.255 1.220
H 5.492 1.253 -2.052
H 1.370 -4.405 -0.468
C 5.035 -0.114 0.238
H -4.765 2.294 -0.189
H 4.839 -3.365 0.469
Sb 2.535 -1.251 -1.023
C -2.030 -3.820 -1.723
H 3.768 1.447 -1.665
C -3.174 -1.733 -2.149
C -3.024 1.069 2.734
C -2.629 4.515 4.130
C 4.515 0.740 -2.042
C -4.153 3.190 -0.175
H -3.193 0.492 -2.490
H -4.376 -1.875 0.013
C 1.578 1.754 2.517
H 3.660 -1.637 1.948
C 0.514 0.026 3.566
C 2.704 -2.910 0.423
H 1.511 -1.408 -4.897
C -3.207 -1.071 1.660
C -3.939 -2.359 -3.133
O -0.921 2.250 1.101
S 0.115 1.734 -2.108
H 1.289 -4.295 1.293
C 0.895 -3.052 -2.807
C -0.974 1.605 -3.392
C -2.481 2.410 2.910
H -0.221 4.662 1.708
C 1.389 -3.704 0.366
H -4.684 -1.777 -3.670
H -1.875 6.225 -0.191
H -2.453 -1.830 1.405
C -3.684 5.385 0.612
C -1.011 4.260 2.334
H 4.255 0.508 -3.079
H 1.903 -1.553 1.938
O -1.319 -1.805 -0.629
H -2.718 -5.499 -2.852
H 5.705 -2.427 -1.288
H 4.277 0.486 0.756
H 0.130 -2.574 -2.183
```

Summary:
**Orbital gap**: 6.96 eV
**Spin multiplicity**: 1
**Net charge**: -1


<x>
C40H49IN6O2SSbSr | ωB97M-V with the def2-TZVPD basis set

```
101
Properties=species:S:1:pos:R:3
C -1.230 -2.211 3.245
H -3.393 -0.481 -1.446
C 3.789 -4.099 -2.269
H -0.442 1.153 4.741
H -2.496 -0.618 -4.312
H 2.821 -0.063 2.149
H -2.454 1.346 1.542
O -0.703 -2.144 -1.120
C 4.506 -1.014 3.071
C -2.269 -3.634 -0.073
H 2.281 4.779 5.011
H 5.977 -2.260 4.020
C -1.557 -3.095 -1.196
H -3.221 4.457 -1.367
H -0.829 3.240 1.336
H 0.667 2.945 5.348
H -1.295 -3.298 -3.312
C 2.098 4.057 4.226
H -1.360 -0.808 -2.968
O 1.430 1.318 1.210
H 1.655 2.622 -1.034
H 1.850 4.202 -1.814
H -2.957 -5.089 -3.606
H -2.785 -3.720 2.002
H 5.483 -3.214 -1.273
H 3.095 3.277 1.058
C 2.823 -3.117 3.232
H 5.137 -0.150 2.921
C -2.775 -4.683 -2.616
C -2.075 -3.234 1.314
H 0.006 5.204 -3.171
H 1.898 -4.859 -2.972
Sr 0.398 -0.739 0.550
C 2.779 4.139 2.999
H -1.123 5.067 -1.825
H -1.535 4.370 -3.397
H -4.175 4.333 0.116
C -3.210 1.896 0.975
H -4.419 0.957 -1.622
N 2.351 -2.006 2.696
C -1.817 -0.077 -3.640
H -3.847 1.531 -4.554
S 2.636 -0.436 -1.712
C 0.589 2.594 -3.552
C 1.794 -4.070 -0.976
C -1.843 -3.687 -2.462
I 1.560 -4.803 3.235
H 3.500 4.933 2.841
N -1.201 -2.446 1.807
C 4.441 -3.490 -1.208
C -3.632 3.752 -0.642
H 0.785 4.023 -0.415
Sb -1.268 1.740 -1.310
H -2.473 -0.469 3.131
C 3.874 -0.080 -0.647
H -4.363 3.126 -1.157
C -0.037 1.059 3.721
C -2.554 2.913 0.035
N -0.475 0.109 2.987
N 4.739 0.167 0.092
H -2.382 2.499 -4.411
H -1.574 -0.621 4.650
H -3.758 -5.021 0.589
H -3.847 2.424 1.696
C 3.701 -3.205 -0.073
C 2.557 3.229 1.997
C 4.102 -3.268 3.741
H 4.173 -2.699 0.762
H 4.415 -4.210 4.165
H -0.253 -2.475 3.652
H 0.741 -4.285 -0.854
C 3.195 -0.968 2.620
H -1.983 -2.842 3.739
H -4.232 -5.957 -1.640
C -1.503 -0.746 3.561
H -3.742 2.798 -3.328
H -1.029 0.364 -4.250
C -0.720 4.536 -2.690
N 5.089 -4.696 -4.432
H -2.235 4.246 1.696
H -4.376 -0.268 -2.894
N 2.407 -3.488 0.052
C -3.223 -4.645 -0.279
C -3.494 -5.177 -1.518
C 4.961 -2.180 3.653
H 1.082 1.647 -3.320
C 0.941 2.081 3.404
H -3.833 1.172 0.447
C -3.764 0.265 -2.155
C -1.647 3.805 0.881
C 1.201 3.032 4.406
C 2.438 -4.395 -2.158
C -0.014 3.241 -2.303
C 1.129 3.533 -1.327
H -1.214 4.627 0.309
C -3.174 2.018 -3.836
C 4.508 -4.422 -3.479
C 1.625 2.162 2.149
H -0.154 2.426 -4.331
C -2.616 0.978 -2.870
H 1.352 3.265 -3.965
```

Summary:
**Orbital gap**: 7.09 eV
**Spin multiplicity**: 1
**Net charge**: -1


Most stable: <x> (next structure +266.0 kJ/mol)


<w>
C2 | ωB97M-V with the def2-TZVPD basis set

```
2
Properties=species:S:1:pos:R:3
C 0.724 -0.984 -0.492
C -0.724 0.984 0.492
```

Summary:
**Orbital gap**: 5.78 eV
**Spin multiplicity**: 1
**Net charge**: 0


<x>
C2 | ωB97M-V with the def2-TZVPD basis set

```
2
Properties=species:S:1:pos:R:3
C 0.000 0.000 1.486
C 0.000 0.000 -1.486
```

Summary:
**Orbital gap**: 5.03 eV
**Spin multiplicity**: 1
**Net charge**: 0


Most stable: <w> (next structure +125.9 kJ/mol)


<w>
C2 | ωB97M-V with the def2-TZVPD basis set

```
2
Properties=species:S:1:pos:R:3
C 0.000 0.000 1.324
C 0.000 0.000 -1.324
```

Summary:
**Orbital gap**: 5.74 eV
**Spin multiplicity**: 1
**Net charge**: 0


<x>
C2 | ωB97M-V with the def2-TZVPD basis set

```
2
Properties=species:S:1:pos:R:3
C -0.273 -0.541 -0.147
C 0.273 0.541 0.147
```

Summary:
**Orbital gap**: 6.88 eV
**Spin multiplicity**: 1
**Net charge**: 0


Most stable: <x> (next structure +704.9 kJ/mol)